No. 1
Formula: C15H53LiN12O21
Source: the Open Molecules 2025 dataset
Level of theory: wB97M-V/def2-TZVPD

Last column: Mulliken charge in e.
Geometry (Å):
Li: -6.5621 6.2079 2.1084  0.522
C: -0.4619 0.3303 1.3933  -0.782
C: -0.2147 0.2993 -0.0111  0.454
C: -1.2009 0.9826 -0.9570  0.500
O: -0.9402 1.2506 -2.2030  -0.754
C: -2.4405 1.4254 -0.5349  -0.724
C: -2.7276 1.6502 0.9696  0.485
C: -1.5123 1.1905 1.9109  0.507
O: -1.4233 1.7169 3.0278  -0.684
O: -3.7298 2.2346 1.4376  -0.734
O: 0.7643 -0.4161 -0.4453  -0.740
H: 0.3772 0.0088 1.9924  0.386
H: -3.1892 1.8435 -1.1915  0.434
C: -1.5047 -7.1616 1.2221  -1.224
C: -1.2157 -7.3157 2.6776  0.486
C: -2.0714 -6.3437 3.5713  -1.137
O: -1.2848 -8.6429 3.1499  -0.910
H: -1.2755 -6.1763 0.8161  0.302
H: -2.5543 -7.4328 1.1086  0.298
H: -0.9861 -7.8685 0.5745  0.312
H: -0.1881 -7.0473 2.9230  0.135
H: -2.0117 -5.2902 3.2980  0.296
H: -1.6400 -6.4242 4.5690  0.259
H: -3.1014 -6.6862 3.4720  0.304
C: 0.8568 -4.8346 -6.6573  0.599
O: 0.8149 -5.6916 -7.4615  -0.599
N: 1.3099 -4.9125 -5.4275  -0.378
N: 0.4708 -3.5493 -6.9708  -0.380
H: 1.5537 -5.8623 -5.1856  0.218
H: 1.1881 -4.1709 -4.7527  0.203
H: 0.1311 -3.2079 -7.8586  0.185
H: 0.4000 -2.8980 -6.2021  0.154
C: 3.9412 4.1172 5.6654  0.692
O: 5.1346 4.4265 5.7721  -0.711
N: 3.4293 2.9894 6.0578  -0.379
N: 3.0438 4.8717 5.2040  -0.412
H: 2.4232 2.9110 6.0177  0.170
H: 4.0458 2.2933 6.4522  0.209
H: 3.3931 5.7803 4.9347  0.229
H: 2.1690 4.4851 4.8794  0.206
C: 6.2329 4.8848 -0.2171  0.688
O: 6.3696 5.5068 -1.2447  -0.650
N: 5.1193 4.2977 0.1916  -0.351
N: 7.1514 4.7525 0.6975  -0.391
H: 4.2834 4.2917 -0.3753  0.202
H: 5.1779 3.9622 1.1425  0.141
H: 6.7963 4.6374 1.6360  0.162
H: 8.1083 5.0384 0.5466  0.201
C: -6.1213 -2.9213 -3.5691  0.646
O: -6.7018 -3.9297 -3.9347  -0.695
N: -5.1237 -2.4376 -4.2181  -0.384
N: -6.4395 -2.3434 -2.4607  -0.384
H: -4.9682 -2.8177 -5.1408  0.223
H: -4.7275 -1.5360 -3.9938  0.184
H: -5.6873 -1.7431 -2.1544  0.190
H: -7.2236 -2.6697 -1.9140  0.219
C: 4.9866 -3.5585 6.5973  0.597
O: 5.6298 -2.6012 6.9341  -0.653
N: 4.1612 -4.1807 7.3829  -0.410
N: 4.7130 -3.9162 5.3946  -0.383
H: 3.7320 -5.0721 7.1799  0.205
H: 4.3632 -3.9291 8.3399  0.222
H: 4.3503 -4.7717 4.9988  0.207
H: 5.1640 -3.2249 4.8125  0.217
C: 6.7050 0.8392 -5.6821  0.641
O: 7.8225 0.8529 -6.2175  -0.680
N: 5.6118 1.3603 -6.2154  -0.409
N: 6.4254 0.3350 -4.5668  -0.373
H: 5.5935 1.6962 -7.1678  0.198
H: 4.7840 1.5897 -5.6842  0.194
H: 5.5440 -0.0268 -4.2318  0.217
H: 7.2477 0.0683 -4.0444  0.214
O: -0.7386 2.9278 -8.3761  -0.658
H: -0.5765 2.7785 -7.4446  0.332
H: -1.6272 3.2818 -8.4114  0.322
O: -4.7097 4.7586 -7.5427  -0.624
H: -4.8860 5.6948 -7.6356  0.311
H: -5.4349 4.4294 -7.0117  0.318
O: -0.7899 -1.5542 7.7649  -0.654
H: -0.1758 -2.1765 7.3752  0.324
H: -0.8412 -0.8387 7.1312  0.328
O: 4.8352 -5.8786 -0.7934  -0.639
H: 4.1760 -5.1894 -0.8756  0.329
H: 4.8235 -6.3242 -1.6404  0.310
O: 6.9148 -0.3573 0.9005  -0.647
H: 5.9770 -0.2222 0.7642  0.331
H: 7.3144 0.4807 0.6672  0.310
O: -7.3557 7.5837 -1.2006  -0.637
H: -6.6285 7.3536 -1.7789  0.331
H: -8.1393 7.4359 -1.7301  0.320
O: -4.0660 3.8593 7.5779  -0.654
H: -3.5267 4.5101 8.0272  0.313
H: -3.5249 3.5632 6.8460  0.340
O: -9.4848 3.1005 -2.5893  -0.649
H: -10.1920 3.0021 -1.9518  0.315
H: -9.0679 2.2394 -2.6200  0.332
O: -9.2919 1.4020 3.9983  -0.643
H: -9.6978 1.1572 3.1667  0.314
H: -8.4146 1.7002 3.7585  0.327
O: -2.6963 6.8278 -2.8383  -0.662
H: -1.8088 7.0287 -3.1354  0.315
H: -2.6574 5.9099 -2.5695  0.347

Properties
F_max   7.869 eV Å⁻¹
Charge   -2
E   -77495.19945 eV
Spin multiplicity   1
Kohn-Sham gap   1.01 eV

---

No. 2
Formula: H16O8
Source: the Open Molecules 2025 dataset
Level of theory: wB97M-V/def2-TZVPD

Last column: Mulliken charge in e.
Geometry (Å):
O: -0.1784 -0.6802 -0.7250  -0.576
H: -0.2616 -1.1799 0.0942  0.411
H: 0.1698 0.1484 -0.4718  0.186
O: 3.1376 3.4446 -0.2340  -0.617
H: 2.2583 3.6553 0.2017  0.313
H: 3.6941 4.0477 0.2621  0.306
O: 1.8736 -3.9373 2.3444  -0.651
H: 1.7777 -4.2252 1.4064  0.323
H: 1.6258 -3.0419 2.4372  0.321
O: 1.2360 -0.5296 1.6565  -0.551
H: 0.7071 0.1193 1.2026  0.148
H: 2.1143 -0.5089 1.2074  0.358
O: -0.8274 2.0199 -2.9268  -0.673
H: -0.0675 2.6413 -2.6211  0.355
H: -1.5874 2.4535 -2.5550  0.286
O: -4.0434 -2.3909 0.4305  -0.613
H: -4.0148 -1.4795 0.3802  0.284
H: -4.5332 -2.7679 -0.3599  0.328
O: -1.2465 -0.1106 1.8711  -0.584
H: -0.7919 0.6349 1.5319  0.329
H: -2.2553 0.0325 1.7512  0.300
O: 0.6036 0.6297 -2.0203  -0.677
H: -0.2933 0.6389 -1.9256  0.408
H: 0.9028 0.3857 -2.9378  0.286

Properties
F_max   8.733 eV Å⁻¹
E   -16635.88861 eV
Energy relative to the best compared isomer or geometry (same formula, charge and spin)   141.2 kcal per mole
Spin multiplicity   1
Kohn-Sham gap   9.24 eV
Structure (SMILES)   O.O.O.O.O.O.O.O

---

No. 3
Formula: C23H72N12O12
Source: the Open Molecules 2025 dataset
Level of theory: wB97M-V/def2-TZVPD

Last column: Mulliken charge in e.
Geometry (Å):
C: 4.1635 -3.9935 -1.8091  -0.626
O: 3.1981 -4.4049 -2.7280  -0.443
C: 2.3711 -3.4324 -3.3184  -0.451
C: 1.2842 -4.0619 -4.1854  0.714
C: 0.4323 -4.9764 -3.2783  -1.392
N: 1.9171 -4.8797 -5.1074  -0.907
H: 4.8314 -3.3020 -2.3228  0.320
H: 4.8406 -4.7877 -1.4946  0.326
H: 3.8168 -3.5815 -0.8614  0.127
H: 1.8648 -2.7163 -2.6711  0.024
H: 2.9660 -2.7569 -3.9331  0.434
H: 0.7845 -3.3240 -4.8131  0.347
H: 0.9490 -5.7895 -2.7684  0.258
H: -0.3586 -5.4071 -3.8924  0.397
H: -0.1068 -4.3774 -2.5443  0.307
H: 2.4278 -4.3470 -5.7970  0.310
H: 2.7354 -5.1253 -4.5688  0.287
C: -5.0776 2.0753 -4.9753  -0.810
O: -3.7860 2.3503 -4.3985  -0.228
C: -3.5624 3.7119 -4.0428  -0.916
C: -2.1018 4.0038 -3.5021  0.644
C: -1.6685 3.3634 -2.1867  -0.682
N: -1.8199 5.4106 -3.2749  -0.798
H: -5.2131 2.7902 -5.7869  0.366
H: -5.8115 2.1102 -4.1702  0.300
H: -5.1113 1.0995 -5.4598  0.215
H: -3.6705 4.2573 -4.9803  0.544
H: -4.3327 4.1243 -3.3912  0.317
H: -1.3410 3.7121 -4.2261  0.296
H: -0.5966 3.3069 -1.9969  0.318
H: -1.8428 2.2881 -2.1479  -0.623
H: -2.1146 3.8704 -1.3312  0.429
H: -0.8126 5.4465 -3.2094  0.307
H: -2.0068 5.7058 -4.2225  0.285
N: 0.2714 1.4643 6.4364  -0.188
C: 1.3738 1.5400 5.8925  0.543
N: 1.3423 1.5915 4.6100  0.023
O: 2.4079 1.6173 6.5526  -0.818
H: 0.1301 1.4631 7.4365  0.217
H: -0.4661 1.4177 5.7478  0.144
H: 2.1713 1.7106 4.0455  -0.072
H: 0.4095 1.7501 4.2567  0.163
N: 4.2690 -2.9313 3.5303  -0.507
C: 3.6385 -2.0116 2.7948  0.644
N: 3.3952 -1.0179 3.5609  -0.091
O: 3.1644 -2.1713 1.6887  -0.647
H: 4.7260 -3.6453 2.9812  0.276
H: 4.7695 -2.5926 4.3395  0.190
H: 2.7866 -0.2722 3.2547  -0.164
H: 3.6262 -1.0021 4.5440  0.228
N: -3.9638 -2.6191 3.1511  -0.416
C: -3.4249 -1.9072 2.1824  0.715
N: -2.1647 -2.0203 2.0515  -0.031
O: -4.0678 -1.1954 1.3638  -0.748
H: -3.3141 -3.2293 3.6261  0.231
H: -4.8483 -2.3409 3.5514  0.235
H: -1.7093 -2.5455 2.7842  0.035
H: -1.7378 -1.4483 1.3368  -0.165
N: -0.6831 0.5598 -0.4446  1.096
C: 0.0629 0.2596 0.5980  -0.301
N: 1.0817 -0.4234 0.2058  0.647
O: -0.3014 0.4696 1.7270  0.031
H: -1.4311 1.2354 -0.3804  -0.270
H: -0.1808 0.4473 -1.3135  -0.300
H: 1.5158 -0.9228 0.9688  -0.190
H: 1.2819 -0.6230 -0.7638  -0.314
N: -1.3666 -1.0536 -3.7807  -0.267
C: -0.2446 -0.3105 -3.8908  0.442
N: 0.0354 -0.0294 -5.1302  -0.429
O: 0.4384 0.0422 -2.9203  -0.853
H: -1.7930 -1.4226 -4.6186  0.149
H: -1.6309 -1.4934 -2.9107  0.192
H: 0.6727 0.7153 -5.3743  0.279
H: -0.6269 -0.2807 -5.8501  0.132
C: -2.7686 3.5988 3.9444  -1.502
C: -1.6345 3.0099 3.1556  0.483
O: -1.4244 1.8363 3.8592  -0.607
H: -3.1938 4.4449 3.4046  0.426
H: -2.3532 3.8948 4.9077  0.360
H: -3.5868 2.8799 3.9881  0.281
H: -0.7522 3.6398 3.0423  0.163
H: -1.9066 2.6804 2.1529  -0.058
H: -1.0892 1.1863 3.2372  0.535
C: 4.7619 0.5906 -2.7100  -1.417
C: 4.1502 0.2280 -1.2985  1.184
O: 4.8644 1.0811 -0.4177  -0.606
H: 4.3958 1.6027 -2.8825  0.354
H: 4.3171 -0.1208 -3.4059  0.283
H: 5.8500 0.5749 -2.7711  0.373
H: 4.1955 -0.8276 -1.0307  0.112
H: 3.0935 0.4781 -1.3936  -0.446
H: 4.3524 0.9700 0.3866  0.248
C: -5.1796 -0.0856 -1.2333  -1.549
C: -3.7851 0.4975 -1.3234  0.818
O: -3.5178 1.1105 -0.0675  -0.475
H: -5.8122 0.7782 -1.0288  0.337
H: -5.3249 -0.8774 -0.4984  0.343
H: -5.4344 -0.5735 -2.1741  0.406
H: -3.6694 1.2137 -2.1369  0.023
H: -3.1121 -0.3326 -1.5384  -0.160
H: -3.5482 0.4136 0.5920  0.332
C: 0.3469 -2.3570 4.4941  -0.189
C: -1.0343 -2.7855 4.9943  -0.908
O: -1.5065 -3.9678 4.3142  -0.665
H: 0.7161 -1.6672 5.2529  0.255
H: 0.3663 -1.7655 3.5788  -0.253
H: 1.0956 -3.1348 4.3437  0.407
H: -1.7349 -2.0042 4.6994  0.306
H: -1.1180 -3.0713 6.0429  0.603
H: -1.3181 -4.7037 4.9012  0.345
C: 2.5772 3.3442 0.4290  -1.307
C: 2.6332 2.8053 1.8593  0.274
O: 3.6447 1.8110 1.9503  -0.518
H: 1.9155 4.2101 0.4095  0.383
H: 2.4186 2.6037 -0.3550  0.063
H: 3.6363 3.5742 0.3130  0.418
H: 1.6459 2.5109 2.2151  -0.195
H: 2.9776 3.6015 2.5193  0.608
H: 3.9867 1.9665 2.8338  0.293

Properties
F_max   8.664 eV Å⁻¹
E   -67469.50027 eV
Energy relative to the best compared isomer or geometry (same formula, charge and spin)   90.4 kcal per mole
Spin multiplicity   1
Kohn-Sham gap   9.36 eV
Structure (SMILES)   COC[C@H](C)N.COC[C@H](C)N.NC(N)=O.NC(N)=O.NC(N)=O.NC(N)=O.NC(N)=O.CCO.CCO.CCO.CCO.CCO